Record 1
ORCA calculation (ωB97M-V/def2-TZVPD) on a molecular structure, C27H27N8O3PRhS2 at a distorted geometry.

Calculated values
ΔE to the lowest compared entry with this formula, charge and spin = 30.63 kcal/mol
Orbital gap = 7.080 eV
Calculated total energy = -2957.03999 hartree
Net charge = +1

```
69
Properties=species:S:1:pos:R:3:mulliken_charge:R:1
Rh -0.11113 0.31947 1.04891 -0.240
S -0.24877 0.47054 3.36131 -0.327
C 1.49106 0.45212 3.38313 0.426
S 1.99933 -0.15106 1.85070 -0.068
C 2.29208 0.88609 4.38318 0.518
C 3.72070 0.85835 4.22385 -0.197
N 4.85642 0.83456 4.04681 -0.476
C 1.71410 1.42303 5.58451 -0.131
N 1.24940 1.87311 6.53539 -0.467
N 0.07989 2.24741 -1.46227 0.165
P -0.10197 0.56024 -1.39027 1.445
C -0.32475 0.14794 -3.15053 0.252
C -1.48632 -0.45477 -3.62546 -0.234
C -1.62391 -0.71778 -4.98287 -0.778
C -0.60901 -0.37440 -5.86164 -0.519
C 0.54843 0.23529 -5.38950 -0.782
C 0.69745 0.49492 -4.03779 -0.495
C 1.65673 -0.03601 -1.34007 0.207
C 1.90117 -1.39670 -1.52903 -0.450
C 3.19474 -1.89148 -1.47035 -0.786
C 4.26016 -1.03008 -1.22827 -0.650
C 4.02406 0.32571 -1.06756 -0.701
C 2.72584 0.82166 -1.12283 -0.004
C 0.13042 3.00403 -0.31871 -0.035
C 0.05437 4.39413 -0.41449 -0.853
C 0.19567 5.15463 0.71481 -0.581
C 0.43126 4.52301 1.92968 -0.864
C 0.47296 3.15590 1.95801 -0.264
N 0.31199 2.37284 0.86167 1.175
H -0.12511 2.73671 -2.31975 0.309
H -2.26692 -0.73703 -2.93491 0.412
H -2.52610 -1.18848 -5.35132 0.429
H -0.71472 -0.58434 -6.91821 0.406
H 1.34122 0.50212 -6.07611 0.425
H 1.61007 0.94973 -3.67460 0.373
H 1.07692 -2.06768 -1.75404 0.511
H 3.37705 -2.94714 -1.62904 0.456
H 5.26929 -1.41605 -1.16978 0.419
H 4.84921 1.00258 -0.88652 0.475
H 2.55707 1.88377 -0.99232 0.405
H -0.11561 4.84737 -1.38184 0.484
H 0.13181 6.23333 0.65509 0.441
H 0.57188 5.07928 2.84461 0.522
H 0.63738 2.65206 2.88729 0.010
C -0.06845 -5.20263 2.05938 -1.110
N -0.45432 -3.94837 1.43782 0.063
C -1.09117 -3.82445 0.14886 -0.433
C -1.17324 -2.32225 -0.01189 -0.320
O -1.64715 -1.78502 -0.98561 -0.346
N -0.62830 -1.71134 1.10904 0.771
C -0.23143 -2.73037 1.93299 0.336
N 0.27217 -2.55180 3.13435 -0.155
H -0.64405 -6.00480 1.60540 0.375
H -0.30051 -5.19445 3.12460 0.409
H 0.99341 -5.40919 1.91967 0.325
H -2.09212 -4.26013 0.14954 0.353
H -0.51200 -4.26941 -0.66150 0.352
H 0.39788 -1.60554 3.47034 -0.098
H 0.58407 -3.32287 3.69679 0.228
N -4.97915 -0.03381 0.13284 -0.582
C -4.74049 1.34186 0.56595 -0.567
C -3.25741 1.55498 0.79141 0.264
O -2.69060 2.60485 0.75234 -0.497
O -2.60128 0.39802 1.07065 -0.190
H -5.93272 -0.32135 0.30518 0.237
H -3.25364 -0.31865 0.88407 0.325
H -4.80515 -0.14150 -0.85981 0.162
H -5.21448 1.48650 1.53873 0.348
H -5.10570 2.12282 -0.09998 0.388
```

Record 2
ORCA calculation (ωB97M-V/def2-TZVPD) on a molecular structure, C27H27NO2SeY at a distorted geometry.

Calculated values
ΔE to the lowest compared entry with this formula, charge and spin = 2.01 kcal/mol
Orbital gap = 6.010 eV
Calculated total energy = -3690.20904 hartree
Net charge = -1

```
59
Properties=species:S:1:pos:R:3:mulliken_charge:R:1
Y -1.12353 -0.74112 -0.23499 0.758
C -4.68760 -1.65476 -2.02118 -1.445
C -3.23528 -2.03245 -1.92765 0.890
O -2.38839 -1.14475 -2.09586 -0.654
C -2.84571 -3.42319 -1.66044 0.786
C -3.73677 -4.45893 -1.98341 -0.475
C -3.39243 -5.78420 -1.84988 -0.883
C -2.11771 -6.09261 -1.35571 -0.257
C -1.23257 -5.10712 -0.99757 -0.810
C -1.56530 -3.73476 -1.11211 0.501
O -0.74065 -2.83170 -0.68980 -0.512
H -4.75578 -0.58598 -2.20099 0.311
H -5.16472 -1.88563 -1.06839 0.344
H -5.19374 -2.20582 -2.81482 0.451
H -4.71571 -4.20638 -2.36838 0.203
H -4.08741 -6.56706 -2.12096 0.367
H -1.82696 -7.13129 -1.24178 0.355
H -0.25617 -5.34243 -0.59410 0.395
C 4.67004 1.83961 3.86605 -0.371
C 4.69161 1.67786 2.48632 -0.677
C 3.56820 1.22716 1.80816 -0.235
C 2.38872 0.92380 2.49399 0.662
C 2.38093 1.10861 3.87933 -0.482
C 3.50278 1.55344 4.56148 -0.528
C 1.13617 0.45669 1.84483 -0.751
C 0.93978 -0.11305 0.64823 -0.397
C 2.03509 -0.47426 -0.26835 -0.298
C 2.22550 0.19719 -1.48305 0.184
C 3.21232 -0.19478 -2.37988 -0.736
C 4.02597 -1.28227 -2.10143 -0.424
C 3.83352 -1.97797 -0.91101 -0.663
C 2.85666 -1.58419 -0.01447 0.251
H 5.54975 2.18998 4.39159 0.363
H 5.59182 1.90623 1.92827 0.387
H 3.60620 1.11278 0.73376 0.410
H 1.46789 0.89084 4.42239 0.411
H 3.46364 1.67775 5.63706 0.365
H 0.26006 0.60842 2.47721 0.279
H 1.59318 1.04657 -1.71614 0.215
H 3.33955 0.35244 -3.30692 0.396
H 4.78913 -1.59435 -2.80332 0.364
H 4.45325 -2.83718 -0.68238 0.378
H 2.70846 -2.13454 0.90708 0.386
C -2.77460 3.60223 0.70350 -1.558
C -1.45438 3.75877 -0.05934 2.507
C -0.28521 3.94979 0.91526 -1.547
C -1.53291 4.90569 -1.07064 -1.865
C -1.19958 2.50436 -0.79183 -0.329
N -1.02016 1.50707 -1.32853 -0.420
H -2.93886 4.51334 1.28290 0.426
H -2.75377 2.72934 1.35746 0.242
H -3.60921 3.45290 0.01851 0.363
H -0.46483 4.85012 1.50549 0.448
H 0.66105 4.06074 0.38392 0.396
H -0.20285 3.09568 1.58733 0.271
H -1.70697 5.83666 -0.52875 0.420
H -2.35591 4.75392 -1.76904 0.416
H -0.60576 5.00258 -1.63706 0.383
Se -2.97984 -0.16977 1.35005 -0.968
```

Record 3
ORCA calculation (ωB97M-V/def2-TZVPD) on a molecular structure, C27H28ClN2O3S3Y at a distorted geometry.

Calculated values
Orbital gap = 7.097 eV
Calculated total energy = -3074.10556 hartree

```
65
Properties=species:S:1:pos:R:3:mulliken_charge:R:1
Y -0.35249 0.07039 -0.65402 0.061
C -0.36563 -2.18902 2.66786 -0.793
C 1.12833 -2.43160 2.51221 -1.040
S 1.86722 -1.34235 1.24807 0.301
C 2.85815 -2.48920 0.24769 -0.850
C 2.11036 -3.64898 -0.38898 -0.926
S 0.68509 -3.09517 -1.38615 0.063
C -0.62941 -4.20950 -0.80534 -0.861
C -1.00040 -4.10485 0.66819 -0.883
S -1.38212 -2.39161 1.17157 0.120
H -0.77199 -2.83914 3.44295 0.571
H -0.55306 -1.15164 2.95554 0.337
H 1.61661 -2.21161 3.46128 0.537
H 1.34786 -3.46541 2.25150 0.443
H 3.27657 -1.83488 -0.51971 0.250
H 3.67578 -2.86378 0.86385 0.536
H 2.78869 -4.18382 -1.05336 0.563
H 1.74556 -4.35211 0.35854 0.417
H -1.48041 -3.93469 -1.43002 0.381
H -0.34255 -5.23268 -1.04827 0.486
H -1.89732 -4.69686 0.84767 0.518
H -0.20923 -4.48362 1.31300 0.397
O -4.80964 0.42045 0.43042 -0.773
C -4.68438 1.14005 1.56266 0.391
C -5.85979 1.51300 2.21548 -0.687
C -5.81349 2.23871 3.38702 -0.279
C -4.58800 2.60755 3.93607 -0.840
C -3.42156 2.25279 3.29234 -0.385
C -3.44097 1.52224 2.09998 -0.142
C -2.17492 1.18424 1.41204 1.371
O -2.21958 0.39784 0.36252 -0.464
N -1.07956 1.71630 1.88702 -1.013
N 0.05016 1.42509 1.12910 0.634
C 1.14502 1.98123 1.51006 -0.709
C 2.40370 1.87563 0.80659 0.943
C 3.54011 2.44845 1.39698 -0.902
C 4.76965 2.42953 0.78106 -0.766
C 4.88517 1.84691 -0.48308 -0.514
C 3.78892 1.28118 -1.09375 -0.437
C 2.52828 1.24958 -0.46610 -0.016
O 1.53206 0.65308 -1.07350 0.215
H -3.90404 0.21462 0.12390 0.386
H -6.80135 1.21323 1.77347 0.446
H -6.73526 2.52208 3.87914 0.381
H -4.54965 3.17201 4.85838 0.398
H -2.45851 2.53789 3.69092 0.444
H 1.12156 2.59832 2.40923 0.290
H 3.42821 2.91801 2.36828 0.382
H 5.63391 2.86796 1.26160 0.397
H 5.84057 1.84989 -0.99341 0.418
H 3.85559 0.84202 -2.08217 0.522
Cl -1.13996 2.45303 -1.94370 -0.211
C -0.20392 1.91490 -3.33075 1.101
C 0.54501 2.84040 -4.02993 -0.700
C 1.38467 2.40382 -5.04289 -0.468
C 1.46564 1.04364 -5.31208 -0.717
C 0.69571 0.13611 -4.60665 -0.557
C -0.18807 0.53751 -3.59397 0.341
C -1.01149 -0.41316 -2.82408 -1.462
H 0.48137 3.88870 -3.76876 0.429
H 1.97370 3.12006 -5.59940 0.378
H 2.12743 0.68555 -6.09148 0.380
H 0.76242 -0.92191 -4.83169 0.363
H -0.92215 -1.40964 -3.26130 0.509
H -2.06818 -0.11675 -2.86962 0.290
```

Record 4
ORCA calculation (ωB97M-V/def2-TZVPD) on a molecular structure, C27H28CoN2Si at a distorted geometry.

Calculated values
ΔE to the lowest compared entry with this formula, charge and spin = 13.51 kcal/mol
Orbital gap (alpha / beta) = 4.643 / 5.523 eV
Spin multiplicity = 4
Calculated total energy = -2827.16855 hartree

```
59
Properties=species:S:1:pos:R:3:mulliken_charge:R:1
C -1.05223 -1.89941 1.05127 -0.662
C 0.32203 -1.85013 1.33277 -0.106
C 0.52369 -1.06877 2.49796 -0.739
H 1.14253 -2.22888 0.56072 0.394
C -0.74171 -0.73834 2.99681 -0.526
C -1.72139 -1.27728 2.13367 -0.777
H -2.83425 -1.24996 2.25726 0.415
H -1.48118 -2.38752 0.15372 0.647
H 1.52415 -0.79381 2.91214 0.503
H -0.93275 -0.22356 3.97514 0.481
Co -0.61112 -0.01096 1.21373 -0.801
C 0.99452 1.91117 -0.66743 -1.605
H 1.39884 2.31094 0.28901 0.302
H -0.05093 2.19646 -0.85946 0.287
H 1.53126 2.52369 -1.39028 0.502
Si 1.62145 -0.36069 -0.81993 0.071
C 0.68289 -1.39566 -2.09164 0.750
C 0.61266 -2.78640 -2.15393 0.151
H 1.03444 -3.41370 -1.35217 0.332
C -0.02300 -3.37899 -3.25666 -0.626
H -0.06835 -4.46985 -3.29931 0.375
C -0.61389 -2.59983 -4.25851 -0.516
H -1.12602 -3.07428 -5.09136 0.377
C -0.60258 -1.19919 -4.15978 -0.559
H -1.10030 -0.57477 -4.90755 0.411
C 0.02872 -0.60165 -3.06214 -0.769
H 0.03994 0.48408 -2.94808 0.304
C 3.27772 -0.95885 -0.11053 1.018
C 4.04067 -1.82623 -0.90787 -0.469
H 3.58849 -2.32067 -1.77467 0.321
C 5.38821 -2.02249 -0.58154 -0.595
H 5.99354 -2.70695 -1.18293 0.372
C 5.94416 -1.34196 0.52682 -0.460
H 6.99904 -1.50403 0.78377 0.331
C 5.16343 -0.46878 1.31973 -0.640
H 5.59129 0.05324 2.18168 0.378
C 3.80964 -0.27998 1.00502 -0.451
H 3.19434 0.39978 1.60063 0.340
H 0.84134 0.19709 0.66945 0.764
H 2.09159 0.39636 -1.95609 -0.475
N -0.41082 1.79218 2.01845 -0.022
C -1.71525 2.42441 1.81843 0.780
C -2.17949 3.41504 2.66367 -0.851
C -3.49962 3.87230 2.45320 -0.652
C -4.28017 3.36398 1.40726 -0.886
C -3.78089 2.38125 0.49046 0.482
C -4.55115 1.74137 -0.50278 -0.741
C -3.95789 0.68086 -1.18805 -0.877
C -2.68950 0.19403 -0.87228 -0.315
N -1.93846 0.81558 0.09127 0.679
C -2.45055 1.93733 0.71738 0.251
H 0.23110 2.34618 1.42329 0.231
H -0.08746 1.89857 2.98234 0.408
H -1.50474 3.82610 3.42959 0.406
H -3.87573 4.63416 3.14083 0.375
H -5.29242 3.73376 1.30479 0.404
H -5.59462 2.02704 -0.70255 0.398
H -4.52783 0.15148 -1.96137 0.396
H -2.31537 -0.69488 -1.34334 0.475
```